Record 1
{"formula": "C4H14NO2S", "method": "ωB97M-V/def2-TZVPD", "s2": 0.750, "total_charge": -2, "lumo_energy_ev": [5.89, 5.81], "gap_ev": [2.07, 6.10], "homo_ha": [0.1404, -0.0110], "spin_multiplicity": 2, "symbols": ["C", "N", "C", "C", "S", "C", "H", "H", "H", "H", "H", "H", "H", "H", "H", "H", "H", "H", "O", "H", "H", "O"], "positions_angstrom": [[0.852896, -2.933123, -0.100650], [1.345337, -1.722725, 0.599925], [0.560558, -0.522708, 0.540890], [1.511162, 0.678311, 0.827673], [1.685502, 1.701159, -0.712436], [-0.725928, -0.415561, 1.449587], [0.327979, -2.765366, -1.068499], [1.740622, -3.504164, -0.314430], [0.161218, -3.496302, 0.530836], [1.442712, -2.006255, 1.572743], [0.048247, -0.355594, -0.414777], [1.214067, 1.400286, 1.592193], [2.451129, 0.401184, 1.287873], [-0.455630, 0.290380, 2.270878], [-0.975389, -1.293309, 2.012597], [-1.617638, -0.092342, 0.896784], [-0.162959, 3.545606, -0.845921], [-0.386464, 2.775237, -2.108660], [-0.734222, 3.547221, -1.633974], [-2.138745, 1.212386, -1.896373], [-3.126393, 2.254040, -2.197767], [-3.018061, 1.301635, -2.288491]], "forces_ev_per_angstrom": [[-0.3, 0.8, 0.1], [-0.4, -1.0, -0.5], [-1.3, 1.3, 1.0], [-0.5, 1.0, -0.7], [0.5, 0.1, 0.2], [1.1, 0.6, 1.1], [0.5, 0.3, 0.6], [0.2, -0.7, -0.2], [-0.2, -0.3, 0.0], [0.2, 0.2, -0.1], [1.3, -0.4, -0.3], [-1.0, -0.2, 0.0], [0.6, -0.8, -0.7], [-0.7, -0.1, -0.6], [-0.2, -1.0, -0.1], [0.2, 0.1, 0.2], [0.1, -0.4, -0.2], [0.2, 0.1, 0.4], [-0.4, 0.2, -0.2], [0.0, -0.4, 0.0], [-0.1, 0.1, 0.0], [0.2, 0.3, 0.1]], "nbo_charge": [-0.955, -0.643, -0.104, -0.502, -0.789, -0.822, 0.180, 0.166, 0.106, 0.329, 0.196, 0.168, 0.181, 0.179, 0.183, 0.195, 0.500, 0.486, -1.014, 0.484, 0.463, -0.985]}



Record 2
{"formula": "C24H23N3O3", "method": "ωB97M-V/def2-TZVPD", "lumo_energy_ev": 0.37, "smiles": "COc1ccc([C@@H]2CC(=O)c3cnc(N4CCc5ccccc54)nc3C2)c(OC)c1", "gap_ev": 8.13, "homo_ha": -0.2851, "symbols": ["C", "O", "C", "C", "C", "C", "C", "C", "C", "O", "C", "C", "N", "C", "N", "C", "C", "C", "C", "C", "C", "C", "C", "N", "C", "C", "C", "O", "C", "C", "H", "H", "H", "H", "H", "H", "H", "H", "H", "H", "H", "H", "H", "H", "H", "H", "H", "H", "H", "H", "H", "H", "H"], "positions_angstrom": [[3.867217, 3.452372, -2.397326], [3.695159, 2.076482, -2.627636], [3.375820, 1.268294, -1.577947], [3.225125, -0.083229, -1.868640], [2.899256, -0.973790, -0.865280], [2.712112, -0.559352, 0.443372], [2.323753, -1.486518, 1.571867], [2.549586, -2.966491, 1.270471], [1.622268, -3.541737, 0.216757], [1.904928, -4.548163, -0.401924], [0.361927, -2.821602, 0.017189], [-0.527864, -3.176506, -1.001179], [-1.656431, -2.543768, -1.217468], [-1.930518, -1.506224, -0.405415], [-3.089892, -0.869512, -0.649152], [-3.957701, -1.317775, -1.733754], [-5.171878, -0.377263, -1.711449], [-4.869569, 0.554118, -0.574103], [-5.611942, 1.607641, -0.089793], [-5.120018, 2.334152, 0.987775], [-3.904069, 2.000582, 1.560186], [-3.146857, 0.941534, 1.081046], [-3.643098, 0.220729, 0.007506], [-1.150199, -1.081391, 0.596076], [-0.022660, -1.728041, 0.809836], [0.846063, -1.274187, 1.933971], [2.872349, 0.804399, 0.731021], [2.688352, 1.164595, 2.037862], [2.869925, 2.507957, 2.408442], [3.201922, 1.708595, -0.270454], [4.688199, 3.645609, -1.698562], [2.949865, 3.916840, -2.020004], [4.113897, 3.884214, -3.366039], [3.368082, -0.415335, -2.883586], [2.796986, -2.015864, -1.121944], [2.927145, -1.208437, 2.443280], [2.369167, -3.543392, 2.184148], [3.581128, -3.158531, 0.968547], [-0.301925, -4.006572, -1.658293], [-4.230947, -2.362158, -1.564310], [-3.405446, -1.270821, -2.675550], [-5.277825, 0.169841, -2.649680], [-6.102139, -0.920569, -1.537646], [-6.559634, 1.863450, -0.539954], [-5.690733, 3.162577, 1.379381], [-3.534849, 2.574041, 2.397514], [-2.201689, 0.676345, 1.521977], [0.599932, -1.860873, 2.824664], [0.642534, -0.227605, 2.156011], [2.691974, 2.541390, 3.482531], [2.153869, 3.166611, 1.905731], [3.889139, 2.851063, 2.202705], [3.320192, 2.752266, -0.032775]], "forces_ev_per_angstrom": [[0.0, 0.2, 0.0], [-0.1, -0.3, 0.1], [0.0, -0.3, 0.0], [0.1, 0.2, -0.2], [0.1, 0.2, 0.0], [0.1, 0.2, 0.4], [0.0, 0.0, 0.2], [0.2, 0.0, 0.0], [0.1, -0.1, 0.2], [0.0, 0.1, 0.0], [-0.5, 0.1, -0.1], [0.3, 0.0, 0.3], [-0.3, 0.0, -0.3], [0.5, -0.3, 0.1], [0.1, -0.2, -0.2], [-0.1, -0.4, -0.5], [0.0, 0.0, 0.0], [0.2, 0.0, 0.1], [0.1, -0.1, 0.0], [-0.1, 0.1, 0.1], [-0.1, 0.1, 0.0], [0.1, 0.0, 0.1], [-0.4, 0.6, 0.3], [-0.3, 0.3, 0.1], [0.1, -0.5, -0.3], [0.2, 0.1, 0.1], [0.0, -0.3, -0.1], [0.0, -0.3, -0.3], [0.0, 0.3, 0.1], [0.0, 0.4, 0.1], [0.0, 0.0, 0.0], [0.0, 0.0, 0.0], [0.0, 0.0, 0.1], [0.0, 0.0, -0.1], [0.1, -0.1, -0.1], [-0.1, -0.1, -0.1], [0.0, 0.0, 0.0], [-0.1, -0.1, 0.0], [0.1, -0.1, 0.0], [0.0, 0.1, -0.1], [-0.1, -0.1, 0.1], [0.0, -0.1, 0.0], [0.0, 0.0, 0.0], [-0.1, 0.0, 0.0], [0.0, 0.1, 0.0], [0.0, 0.0, 0.1], [0.0, 0.0, 0.0], [0.0, 0.0, 0.0], [0.0, -0.1, 0.0], [0.0, 0.1, -0.1], [0.0, 0.0, 0.0], [0.0, 0.0, 0.0], [0.0, 0.1, 0.0]], "nbo_charge": [-0.254, -0.507, 0.405, -0.310, -0.166, -0.138, -0.218, -0.502, 0.577, -0.559, -0.344, 0.180, -0.512, 0.587, -0.393, -0.197, -0.438, -0.052, -0.192, -0.231, -0.199, -0.264, 0.223, -0.526, 0.353, -0.442, 0.406, -0.518, -0.251, -0.441, 0.174, 0.175, 0.202, 0.225, 0.219, 0.233, 0.238, 0.241, 0.212, 0.214, 0.214, 0.222, 0.222, 0.211, 0.211, 0.211, 0.253, 0.226, 0.241, 0.202, 0.177, 0.177, 0.224]}



Record 3
{"formula": "C5H8NS", "method": "ωB97M-V/def2-TZVPD", "total_charge": 1, "lumo_energy_ev": [-5.23, -5.23], "gap_ev": [7.97, 7.97], "homo_ha": [-0.4851, -0.4851], "symbols": ["C", "C", "C", "C", "C", "N", "S", "H", "H", "H", "H", "H", "H", "H", "H"], "positions_angstrom": [[-0.545054, -0.190848, -1.592140], [-1.046149, 1.091764, -1.785089], [0.029182, 1.110905, 0.572878], [0.690858, 1.014880, 1.869006], [0.294221, -1.862440, -0.111135], [0.063610, -0.566436, -0.516915], [-0.648954, 2.174781, -0.461832], [-0.800569, -0.808331, -2.489674], [-1.630491, 1.639135, -2.476649], [1.768609, 0.686048, 1.774351], [0.503639, 1.832620, 2.536361], [0.179161, 0.279561, 2.619897], [-0.682134, -2.107840, 0.437505], [0.667536, -2.544658, -1.024321], [1.156536, -1.749141, 0.647756]], "forces_ev_per_angstrom": [[-1.9, 1.0, -2.6], [1.4, 1.0, 2.6], [0.1, -3.2, -2.1], [-0.1, -2.4, 1.4], [1.5, -2.2, 1.7], [-0.6, 6.4, 0.5], [0.1, -1.9, 0.1], [0.6, -0.3, 1.2], [-0.3, -0.4, -1.2], [-1.1, 0.7, 0.2], [0.5, 1.4, -0.3], [0.6, 0.4, -1.9], [1.6, -0.9, -0.8], [-1.2, 1.4, 2.2], [-1.3, -0.9, -1.0]], "nbo_charge": [0.063, -0.494, 0.040, -0.766, -0.448, -0.304, 0.750, 0.268, 0.278, 0.285, 0.299, 0.289, 0.239, 0.265, 0.233]}



Record 4
{"formula": "C18H13N4OPdS2", "method": "ωB97M-V/def2-TZVPD", "s2": 0.769, "total_charge": -2, "lumo_energy_ev": [4.12, 4.12], "gap_ev": [2.74, 3.84], "homo_ha": [0.0506, 0.0100], "spin_multiplicity": 2, "symbols": ["Pd", "O", "N", "C", "C", "C", "C", "C", "S", "H", "H", "H", "H", "S", "C", "N", "C", "C", "C", "C", "C", "C", "H", "H", "H", "H", "H", "N", "C", "C", "C", "C", "C", "N", "C", "H", "H", "H", "H"], "positions_angstrom": [[0.383605, 0.213393, 0.838398], [1.416199, -0.321454, -2.632131], [0.380158, -1.088884, -2.620880], [-0.463005, -1.042416, -3.682639], [-1.609368, -1.789087, -3.767106], [-1.924298, -2.638571, -2.708668], [-1.067679, -2.689738, -1.635104], [0.103564, -1.916214, -1.544386], [1.121158, -1.928569, -0.159887], [-0.145308, -0.332967, -4.431829], [-2.256502, -1.671603, -4.625688], [-2.839509, -3.217298, -2.709615], [-1.288217, -3.308938, -0.776811], [3.431930, 2.553366, 3.330465], [2.295706, 2.211607, 2.031897], [1.430233, 1.260466, 2.248949], [1.596420, 0.769877, 3.550625], [0.825112, -0.245113, 4.111197], [1.094885, -0.652686, 5.402343], [2.129080, -0.064063, 6.140911], [2.907020, 0.937193, 5.590945], [2.631430, 1.350770, 4.289209], [2.345394, 2.755177, 1.102646], [0.053173, -0.685259, 3.490111], [0.504396, -1.443319, 5.848695], [2.326584, -0.400000, 7.152219], [3.714081, 1.387049, 6.156335], [-6.162852, -0.924108, 0.050629], [-5.156819, -0.443928, -0.295887], [-3.969269, 0.150539, -0.744186], [-3.916087, 0.980739, -1.931823], [-2.684768, 1.505998, -2.276122], [-1.550338, 1.256055, -1.521148], [-1.593436, 0.450011, -0.388359], [-2.748485, -0.057459, -0.051117], [-4.804375, 1.163230, -2.522257], [-2.590410, 2.121216, -3.166647], [-0.569004, 1.609632, -1.804672], [-2.752200, -0.693591, 0.831151]], "forces_ev_per_angstrom": [[-0.2, 0.1, -0.1], [0.1, 0.0, -0.1], [0.0, -0.1, 0.1], [0.0, 0.0, 0.0], [0.0, 0.0, 0.0], [0.0, 0.0, 0.0], [0.0, 0.0, 0.0], [0.0, 0.0, 0.0], [0.0, 0.0, 0.0], [0.0, 0.0, 0.0], [0.0, 0.0, 0.0], [0.0, 0.0, 0.0], [0.0, 0.0, 0.0], [0.0, 0.0, 0.0], [0.0, 0.0, 0.0], [0.1, 0.0, 0.1], [0.0, 0.0, 0.0], [0.0, 0.0, 0.0], [0.0, 0.0, 0.0], [0.0, 0.0, 0.0], [0.0, 0.0, 0.0], [0.0, 0.0, 0.0], [0.0, 0.0, 0.0], [0.0, 0.0, 0.0], [0.0, 0.0, 0.0], [0.0, 0.0, 0.0], [0.0, 0.0, 0.0], [0.0, 0.0, 0.0], [0.0, 0.0, 0.0], [0.0, 0.0, 0.0], [0.0, 0.0, 0.0], [0.0, 0.0, 0.0], [0.0, 0.0, 0.0], [0.1, 0.1, 0.0], [0.0, 0.0, 0.0], [0.0, 0.0, 0.0], [0.0, 0.0, 0.0], [0.0, 0.0, 0.0], [0.0, 0.0, 0.0]], "nbo_charge": [0.135, -0.609, 0.034, -0.010, -0.293, -0.228, -0.246, 0.017, -0.409, 0.204, 0.200, 0.200, 0.218, 0.270, -0.180, -0.473, 0.198, -0.209, -0.225, -0.235, -0.232, -0.251, 0.221, 0.258, 0.201, 0.194, 0.201, -0.529, 0.304, -0.380, -0.299, -0.237, -0.140, -0.533, 0.119, 0.184, 0.183, 0.198, 0.179]}



Sequential ΔE to the lowest compared entry with this formula, charge and spin output: 84.3 95.1 369.4 98.5 kJ/mol